Entry 1:
ORCA calculation (ωB97M-V/def2-TZVPD) on the molecule C5H8OSe at a distorted geometry.

XYZ file:
```
15
Properties=species:S:1:pos:R:3:forces:R:3
C 1.18605 -0.00898 -0.10938 -0.71 1.54 -0.92
C 0.38154 1.19517 0.41415 0.20 -0.20 -0.25
C 1.56665 -0.96812 0.82259 0.45 -1.01 0.29
C -0.89484 1.33330 -0.40398 -0.14 -0.33 -0.06
C -1.47230 -1.51635 -0.49150 0.78 -0.74 -0.05
O 1.41847 -0.06425 -1.32927 0.12 -0.26 0.66
Se -2.22593 -0.01245 0.12131 -0.61 1.14 0.25
H 0.17026 1.10430 1.48094 0.00 0.04 -0.06
H 0.98346 2.09288 0.25164 0.09 -0.02 0.05
H 2.15566 -1.81231 0.51076 0.09 -0.18 -0.11
H 1.34173 -0.86376 1.86575 -0.13 0.07 0.24
H -1.37903 2.30255 -0.27053 0.00 -0.17 0.00
H -0.65665 1.17542 -1.46060 -0.12 0.12 0.16
H -0.65593 -1.50132 -1.18763 0.09 0.02 -0.21
H -1.91913 -2.45609 -0.21424 -0.10 -0.03 0.02
```
Positions in Å, forces in eV/Å.

Results
E_LUMO (alpha / beta) (eV): 0.17 / -1.62
HOMO-LUMO gap (alpha / beta) (hartree): 0.355 / 0.198
2S+1: 1


Entry 2:
ORCA calculation (ωB97M-V/def2-TZVPD) on the molecule C3H5NO2S at a distorted geometry.

XYZ file:
```
12
Properties=species:S:1:pos:R:3:forces:R:3
C 1.02019 0.17916 1.21626 -4.45 -0.49 0.68
N 0.20683 -0.47059 0.13963 -0.32 1.48 -1.83
C 0.69482 -0.71164 -1.09514 2.26 -1.06 0.02
S 2.32130 -0.61571 -1.54493 -1.55 0.31 0.57
O -1.22576 -0.46260 0.21209 -0.09 -0.30 -0.06
C -1.98313 0.58856 -0.38179 3.36 0.24 1.41
O -1.48569 1.61836 -0.69564 -0.65 -0.31 -0.49
H 2.00784 -0.10196 0.95856 1.01 -0.75 0.61
H 0.96728 1.28940 1.19160 -0.27 -0.70 -0.01
H 0.36856 -0.28604 2.09686 2.48 1.26 -0.98
H 0.10856 -1.30984 -1.78919 -0.79 0.59 0.27
H -3.00080 0.28289 -0.30832 -0.99 -0.26 -0.21
```
Positions in Å, forces in eV/Å.

Results
E_LUMO (eV): 0.37
HOMO-LUMO gap (hartree): 0.329
SMILES string: CN(C=S)OC=O
2S+1: 1